Entry A
{
  "formula": "H4NO2PS",
  "method": "wB97M-V/def2-TZVPD",
  "smiles": "N=P(O)(O)S",
  "lumo_ev": 0.50,
  "homo_lumo_gap_ev": 10.254,
  "charge": 0,
  "symbols": ["N", "O", "O", "P", "S", "H", "H", "H", "H"],
  "positions_angstrom": [[-1.527, -0.745, -0.212], [0.485, 1.087, -0.942], [0.962, -1.219, -0.162], [-0.142, -0.082, -0.012], [0.167, 0.816, 1.844], [-2.327, -0.144, -0.227], [0.617, 0.802, -1.848], [0.540, -2.051, 0.062], [1.225, 1.536, 1.497]],
  "lowdin_charge": [-0.1918, -0.2186, -0.1963, 0.1329, 0.5399, -0.0245, 0.0729, 0.0697, -0.1842]
}

***

Entry B
{
  "formula": "H4NO2PS",
  "method": "wB97M-V/def2-TZVPD",
  "lumo_ev": -0.20,
  "homo_lumo_gap_ev": 9.588,
  "charge": 0,
  "symbols": ["N", "O", "O", "P", "S", "H", "H", "H", "H"],
  "positions_angstrom": [[-1.430, -2.056, -0.299], [2.234, 1.531, -0.306], [-0.061, -0.185, 0.868], [-1.302, -0.524, -0.068], [-2.038, 0.998, -0.946], [-2.382, -2.304, -0.692], [1.513, 1.603, 0.252], [0.408, -0.996, 1.102], [3.058, 1.933, 0.088]],
  "lowdin_charge": [-0.2373, -0.0570, -0.2543, 0.1571, 0.2623, 0.0197, -0.0424, 0.0791, 0.0728]
}

***

Entry C
{
  "formula": "H4NO2PS",
  "method": "wB97M-V/def2-TZVPD",
  "smiles": "NP(O)(O)=S",
  "lumo_ev": 0.51,
  "homo_lumo_gap_ev": 9.671,
  "charge": 0,
  "symbols": ["N", "O", "O", "P", "S", "H", "H", "H", "H"],
  "positions_angstrom": [[-0.891, -0.855, 0.412], [0.223, 1.441, 0.845], [-0.064, 0.610, -1.490], [0.474, 0.121, -0.059], [2.323, -0.423, 0.049], [-1.472, -1.416, -0.139], [-0.526, -1.208, 1.344], [-0.548, 1.162, 1.329], [0.481, 0.568, -2.291]],
  "lowdin_charge": [-0.0938, -0.2085, -0.2153, 0.0570, 0.2350, 0.0272, 0.0760, 0.0385, 0.0840]
}

***

Decreasing stability: entry C, entry A, entry B

***

Entry A
{
  "formula": "C46H41BF5N15Sr",
  "method": "wB97M-V/def2-TZVPD",
  "lumo_ev": 2.79,
  "homo_lumo_gap_ev": 5.423,
  "charge": -2,
  "symbols": ["Sr", "C", "C", "C", "C", "C", "N", "N", "B", "N", "N", "C", "C", "C", "C", "C", "N", "N", "C", "C", "C", "C", "C", "H", "H", "H", "H", "H", "H", "H", "H", "H", "H", "H", "H", "H", "H", "H", "H", "H", "H", "H", "H", "H", "H", "N", "C", "C", "C", "N", "C", "C", "H", "H", "H", "H", "H", "H", "F", "C", "C", "F", "C", "C", "C", "F", "C", "C", "C", "N", "C", "N", "F", "C", "C", "N", "C", "N", "F", "C", "C", "C", "C", "C", "C", "H", "H", "H", "H", "N", "C", "N", "C", "N", "C", "C", "C", "C", "C", "C", "H", "H", "H", "H", "H", "H", "H", "H", "H"],
  "positions_angstrom": [[-0.165, 0.324, -0.721], [0.796, -3.786, -1.112], [1.835, -2.950, -0.445], [3.066, -3.369, 0.097], [3.656, -2.232, 0.590], [4.976, -2.101, 1.279], [2.808, -1.198, 0.353], [1.688, -1.647, -0.294], [3.023, 0.298, 0.538], [2.942, 1.064, -0.788], [1.991, 0.829, -1.747], [2.272, 1.600, -2.777], [1.364, 1.656, -3.958], [3.440, 2.347, -2.514], [3.822, 1.993, -1.245], [4.968, 2.500, -0.436], [1.966, 0.914, 1.665], [0.773, 1.552, 1.227], [0.256, 2.522, 1.869], [-1.114, 3.013, 1.548], [1.030, 3.055, 3.028], [2.228, 0.913, 2.944], [3.163, -0.064, 3.557], [0.402, -4.531, -0.420], [-0.036, -3.168, -1.436], [1.217, -4.302, -1.978], [3.467, -4.369, 0.122], [5.697, -2.774, 0.815], [5.373, -1.092, 1.221], [4.904, -2.377, 2.334], [4.095, 0.503, 1.021], [0.607, 0.875, -3.910], [0.838, 2.613, -3.964], [1.926, 1.563, -4.890], [3.909, 3.088, -3.138], [5.372, 3.393, -0.908], [4.648, 2.779, 0.568], [5.758, 1.751, -0.347], [-1.152, 3.358, 0.513], [-1.826, 2.193, 1.667], [-1.389, 3.825, 2.218], [1.603, 3.961, 2.845], [3.235, 0.107, 4.625], [2.812, -1.076, 3.361], [4.143, 0.050, 3.094], [-0.610, -4.038, -6.879], [-0.426, -3.217, -5.768], [-1.476, -2.940, -4.898], [-1.239, -2.153, -3.785], [-0.045, -1.641, -3.491], [0.954, -1.915, -4.321], [0.824, -2.686, -5.464], [-1.558, -4.106, -7.210], [0.062, -3.920, -7.619], [-2.470, -3.327, -5.087], [-2.035, -1.901, -3.096], [1.917, -1.487, -4.060], [1.678, -2.869, -6.105], [-0.609, -2.198, 6.051], [-0.808, -0.937, 6.456], [-0.028, 0.079, 6.090], [1.078, -0.128, 5.338], [-0.350, 1.494, 6.429], [-1.169, 1.622, 7.495], [-1.504, 0.439, 8.325], [-0.276, 0.014, 8.921], [-1.919, -0.521, 7.343], [-3.239, -0.629, 6.994], [-3.657, -1.020, 5.676], [-3.980, -1.290, 4.606], [-4.273, -0.179, 7.886], [-5.143, 0.093, 8.590], [-1.692, 2.821, 7.809], [-0.076, 2.553, 5.443], [-0.793, 3.813, 5.522], [-1.274, 4.856, 5.533], [0.722, 2.560, 4.374], [1.735, 1.953, 3.666], [-3.693, -5.350, 0.998], [-3.052, -4.154, 0.778], [-1.897, -3.874, 1.473], [-1.257, -2.665, 1.203], [-1.697, -1.702, 0.273], [-2.903, -2.071, -0.357], [-3.582, -3.269, -0.132], [-1.515, -4.588, 2.193], [-0.343, -2.482, 1.769], [-3.342, -1.383, -1.077], [-4.508, -3.513, -0.639], [0.312, 3.461, -1.157], [1.247, 4.022, -0.752], [2.196, 4.620, -0.079], [3.178, 5.230, -0.702], [4.088, 5.794, -1.152], [-2.930, 1.819, -5.632], [-3.737, 1.227, -4.468], [-4.781, 2.252, -4.007], [-4.450, -0.044, -4.949], [-2.826, 0.902, -3.357], [-2.049, 0.642, -2.446], [-3.588, 2.097, -6.462], [-2.199, 1.092, -5.991], [-2.386, 2.704, -5.301], [-5.424, 2.554, -4.841], [-4.287, 3.137, -3.605], [-5.404, 1.830, -3.218], [-5.126, 0.179, -5.782], [-5.030, -0.483, -4.136], [-3.720, -0.784, -5.281]],
  "lowdin_charge": [1.1949, -0.0330, -0.3373, 0.0060, -0.2843, -0.0346, 0.0148, 0.0664, -0.4777, 0.0230, -0.0494, -0.3614, -0.0330, 0.0051, -0.2931, -0.0418, 0.1280, 0.0516, -0.2553, 0.0122, -0.0494, -0.2306, 0.0256, 0.0770, 0.0462, 0.0771, 0.1032, 0.0774, 0.0571, 0.0759, 0.0988, 0.0428, 0.0773, 0.0747, 0.1095, 0.0625, 0.0752, 0.0767, 0.0596, 0.1046, 0.0893, 0.1618, 0.0871, 0.1064, 0.0838, 0.0864, -0.3383, -0.0205, -0.1397, 0.0616, -0.1545, -0.0348, 0.0816, 0.0795, 0.1057, 0.0826, 0.1085, 0.0982, 0.1071, -0.1602, -0.1191, 0.0809, -0.0338, -0.1693, -0.1671, -0.0660, -0.1264, -0.1823, -0.1884, 0.1676, -0.2152, 0.1318, 0.0829, -0.0730, -0.1764, 0.1709, -0.0639, 0.1453, -0.0090, -0.3113, -0.0662, -0.2088, -0.2394, -0.1910, -0.0564, 0.0994, 0.0667, 0.0504, 0.0966, 0.1207, -0.4068, 0.0455, -0.4680, 0.0640, -0.0728, -0.6561, -0.0743, -0.0702, -0.2393, -0.1752, 0.0696, 0.0759, 0.0797, 0.0699, 0.0804, 0.0790, 0.0717, 0.0807, 0.0620]
}

***

Entry B
{
  "formula": "C46H41BF5N15Sr",
  "method": "wB97M-V/def2-TZVPD",
  "lumo_ev": 3.54,
  "homo_lumo_gap_ev": 5.555,
  "charge": -2,
  "symbols": ["Sr", "C", "C", "C", "C", "C", "N", "N", "B", "N", "N", "C", "C", "C", "C", "C", "N", "N", "C", "C", "C", "C", "C", "H", "H", "H", "H", "H", "H", "H", "H", "H", "H", "H", "H", "H", "H", "H", "H", "H", "H", "H", "H", "H", "H", "N", "C", "C", "C", "N", "C", "C", "H", "H", "H", "H", "H", "H", "F", "C", "C", "F", "C", "C", "C", "F", "C", "C", "C", "N", "C", "N", "F", "C", "C", "N", "C", "N", "F", "C", "C", "C", "C", "C", "C", "H", "H", "H", "H", "N", "C", "N", "C", "N", "C", "C", "C", "C", "C", "C", "H", "H", "H", "H", "H", "H", "H", "H", "H"],
  "positions_angstrom": [[-1.011, -0.010, -0.427], [2.152, -1.949, -3.500], [0.780, -1.640, -4.010], [0.267, -1.916, -5.290], [-1.036, -1.467, -5.257], [-2.064, -1.521, -6.340], [-1.260, -0.960, -4.028], [-0.146, -1.062, -3.255], [-2.583, -0.352, -3.529], [-3.209, -1.294, -2.449], [-2.478, -1.879, -1.455], [-3.298, -2.672, -0.780], [-2.852, -3.410, 0.439], [-4.579, -2.635, -1.348], [-4.482, -1.744, -2.398], [-5.584, -1.297, -3.301], [-2.380, 1.140, -3.131], [-1.299, 1.602, -2.439], [-1.410, 2.924, -2.375], [-0.408, 3.745, -1.632], [-2.563, 3.344, -3.049], [-3.148, 2.187, -3.517], [-4.410, 2.076, -4.305], [2.617, -2.721, -4.113], [2.802, -1.072, -3.530], [2.121, -2.297, -2.466], [0.774, -2.388, -6.117], [-1.638, -2.009, -7.217], [-2.945, -2.083, -6.026], [-2.396, -0.523, -6.627], [-3.376, -0.331, -4.426], [-1.777, -3.315, 0.579], [-3.336, -3.000, 1.327], [-3.109, -4.469, 0.375], [-5.463, -3.159, -1.024], [-6.454, -1.933, -3.140], [-5.874, -0.272, -3.067], [-5.303, -1.346, -4.353], [0.410, 3.120, -1.278], [0.002, 4.536, -2.262], [-0.863, 4.216, -0.758], [-2.957, 4.342, -3.145], [-4.814, 3.075, -4.458], [-4.242, 1.601, -5.274], [-5.160, 1.497, -3.767], [0.756, 3.938, 4.882], [0.435, 3.319, 3.690], [1.426, 2.946, 2.777], [1.061, 2.265, 1.637], [-0.203, 1.958, 1.321], [-1.153, 2.389, 2.159], [-0.888, 3.065, 3.332], [1.688, 3.743, 5.217], [0.068, 3.817, 5.610], [2.472, 3.130, 2.988], [1.825, 1.930, 0.949], [-2.174, 2.122, 1.907], [-1.705, 3.329, 3.991], [0.133, 0.844, 6.771], [1.226, 0.699, 5.994], [2.408, 1.214, 6.492], [2.345, 1.785, 7.713], [3.633, 1.172, 5.813], [3.519, 0.507, 4.587], [2.339, -0.003, 4.093], [2.383, -0.574, 2.870], [1.112, 0.091, 4.745], [-0.160, -0.325, 4.144], [-0.277, -0.818, 2.852], [-0.440, -1.235, 1.773], [-1.409, -0.020, 4.740], [-2.440, 0.249, 5.192], [4.611, 0.372, 3.799], [4.865, 1.745, 6.315], [6.107, 1.584, 5.660], [7.151, 1.482, 5.168], [4.924, 2.545, 7.478], [5.035, 3.212, 8.419], [4.224, 3.889, -0.933], [3.870, 2.599, -0.733], [4.459, 1.897, 0.302], [4.105, 0.571, 0.490], [3.163, -0.041, -0.343], [2.566, 0.707, -1.356], [2.926, 2.033, -1.564], [5.177, 2.380, 0.952], [4.543, 0.008, 1.301], [1.805, 0.271, -1.988], [2.471, 2.618, -2.352], [-3.376, 0.787, -0.003], [-4.337, 1.281, -0.447], [-5.484, 1.676, -0.927], [-5.582, 2.961, -1.259], [-5.776, 4.057, -1.588], [0.733, -4.200, -0.103], [2.223, -4.000, 0.201], [2.505, -4.362, 1.665], [3.068, -4.876, -0.731], [2.564, -2.585, -0.009], [2.826, -1.423, -0.165], [0.456, -5.247, 0.048], [0.508, -3.927, -1.138], [0.129, -3.571, 0.550], [2.250, -5.410, 1.842], [1.911, -3.738, 2.333], [3.559, -4.214, 1.906], [2.821, -5.929, -0.572], [4.133, -4.736, -0.538], [2.872, -4.631, -1.777]],
  "lowdin_charge": [1.3078, -0.0378, -0.3503, -0.0057, -0.2864, -0.0349, 0.0143, 0.0893, -0.5225, 0.0164, -0.0225, -0.3579, -0.0315, 0.0049, -0.2821, -0.0240, 0.0166, -0.0240, -0.3510, -0.0316, 0.0037, -0.2873, -0.0291, 0.0745, 0.0722, 0.0407, 0.0963, 0.0717, 0.0768, 0.0774, 0.1000, 0.0222, 0.0861, 0.0762, 0.1028, 0.0763, 0.0597, 0.0701, 0.0381, 0.0779, 0.0817, 0.1063, 0.0771, 0.0741, 0.0516, 0.1347, -0.3137, -0.0018, -0.1339, -0.0270, -0.1484, -0.0137, 0.0922, 0.0989, 0.1197, 0.0787, 0.0919, 0.1144, 0.0763, -0.1789, -0.1793, 0.0737, -0.0848, -0.1637, -0.1744, 0.0772, -0.0787, -0.1958, -0.2332, 0.0380, -0.2738, 0.1136, 0.0655, -0.2286, -0.2907, 0.0818, -0.2902, 0.0825, 0.0526, -0.2822, 0.0037, -0.0187, -0.2310, -0.0464, -0.0124, 0.1278, 0.1143, 0.0844, 0.1199, 0.0263, -0.3738, 0.0547, -0.4446, 0.0730, -0.0444, -0.6031, -0.0421, -0.0511, 0.0225, 0.0385, 0.0905, 0.0899, 0.0421, 0.0819, 0.0865, 0.0874, 0.0812, 0.0849, 0.0748]
}

***

Decreasing stability: entry B, entry A